Entry from the Open Molecules 2025 dataset: a 2-piece molecular cluster, C3H11N3O overall at a distorted geometry (ωB97M-V/def2-TZVPD).

## Properties
Gap between HOMO and LUMO ... 9.468 eV
E_HOMO ... -8.7 eV
Structure (SMILES) ... CNC(N)N.C=O
Energy above the lowest of the compared OMol25 structures with the same formula, charge and spin ... 210.6 kJ/mol
E_tot ... -360.3572 hartree
F_max ... 1.3 eV/A

Last column: natural (NBO) charge in e.
Element x y z (Å)
C: 1.3032 -1.1323 -0.0300  -0.434
N: 0.1310 -0.2884 0.3988  -0.560
C: -0.0348 0.9774 -0.3796  0.244
N: 1.0782 1.8793 -0.2773  -0.828
N: -1.2190 1.6875 -0.0075  -0.822
H: 1.1763 -1.3577 -1.0907  0.235
H: 1.3259 -2.0591 0.5411  0.215
H: 2.2425 -0.5938 0.1267  0.183
H: 0.1667 -0.0871 1.3975  0.367
H: -0.1288 0.6602 -1.4237  0.198
H: 1.9402 1.4593 -0.5875  0.362
H: 1.1872 2.2472 0.6564  0.352
H: -1.2773 1.8407 0.9920  0.350
H: -2.0528 1.2182 -0.3328  0.377
C: -1.3763 -1.5409 0.0186  0.264
O: -1.1705 -1.8915 -1.1430  -0.689
H: -2.1833 -0.8281 0.2691  0.093
H: -1.1086 -2.1908 0.8718  0.094

Cartesian forces (eV/Å) of the 6 atoms listed first:
C -0.60 1.11 0.30
N 0.84 -0.44 0.04
C 0.18 -0.22 -0.03
N 0.20 0.10 -0.28
N -0.24 -0.05 -0.03
H -0.06 -0.06 0.17

---

Entry from the Open Molecules 2025 dataset: a 2-piece molecular cluster, C3H11N3O overall at a distorted geometry (ωB97M-V/def2-TZVPD).

## Properties
Gap between HOMO and LUMO ... 9.013 eV
E_HOMO ... -8.1 eV
Structure (SMILES) ... C=NNN.CCO
Energy above the lowest of the compared OMol25 structures with the same formula, charge and spin ... 343.2 kJ/mol
E_tot ... -360.3067 hartree
F_max ... 1.6 eV/A

Last column: natural (NBO) charge in e.
Element x y z (Å)
C: -0.8896 -2.3835 0.2320  -0.218
N: -0.3608 -1.2564 -0.0147  -0.235
N: 0.7832 -1.0789 -0.6528  -0.300
N: 1.7387 -2.1657 -0.7223  -0.692
H: -0.4049 -3.3431 0.0819  0.159
H: -1.8943 -2.3742 0.6191  0.179
H: 1.2045 -0.1799 -0.3842  0.400
H: 2.6150 -1.7664 -1.0456  0.360
H: 1.4035 -2.8096 -1.4379  0.348
C: -1.3299 1.6091 0.4958  -0.675
C: -0.0097 2.3201 0.6570  -0.059
O: 1.0516 1.7330 -0.1512  -0.746
H: -1.7371 1.7761 -0.4987  0.195
H: -1.1877 0.4864 0.5950  0.266
H: -2.0452 1.9651 1.2335  0.211
H: -0.0947 3.3858 0.3903  0.161
H: 0.3658 2.2428 1.6783  0.180
H: 0.7916 1.8392 -1.0754  0.466

Cartesian forces (eV/Å) of the 6 atoms listed first:
C 0.35 -0.37 -0.07
N -0.42 -0.10 -0.05
N 1.00 0.18 -0.31
N -0.49 -0.03 0.43
H 0.10 -0.03 -0.17
H -0.12 0.03 0.25

---

Entry from the Open Molecules 2025 dataset: a 3-piece molecular cluster, C3H11N3O overall at a distorted geometry (ωB97M-V/def2-TZVPD).

## Properties
Gap between HOMO and LUMO ... 4.752 eV
E_HOMO ... -8.5 eV
Energy above the lowest of the compared OMol25 structures with the same formula, charge and spin ... 773.2 kJ/mol
E_tot ... -360.1429 hartree
F_max ... 2.4 eV/A

Last column: natural (NBO) charge in e.
Element x y z (Å)
C: 1.1212 -0.8624 1.7093  -0.599
C: 0.1145 0.0400 1.0794  -0.317
N: -1.0632 -0.6951 0.7421  -0.250
C: -1.8155 -0.1763 -0.1967  0.129
N: 0.2422 0.3699 -1.9471  -0.915
N: -1.9105 1.0582 -0.7041  -0.434
H: 1.9575 -0.2941 2.1174  0.224
H: 1.4189 -1.5323 0.8863  0.243
H: 0.6999 -1.4953 2.4819  0.204
H: 0.4788 0.4747 0.1199  0.320
H: -0.0274 0.9238 1.7334  0.251
H: -0.3989 -0.3649 -1.6821  0.354
H: 0.1272 0.5214 -2.9421  0.376
H: 1.2303 0.1756 -1.6249  0.442
H: -2.5782 -0.8232 -0.6487  0.196
H: 2.8463 0.9426 -0.2523  0.433
H: -1.8209 1.7630 0.0360  0.351
O: 2.3877 0.1028 -0.3981  -1.007

Cartesian forces (eV/Å) of the 6 atoms listed first:
C 0.37 -0.85 -0.21
C -1.24 -0.91 0.91
N 1.34 0.85 0.22
C -2.12 1.00 -0.36
N -0.73 -0.05 0.01
N -0.72 -0.79 0.52

---

Entry from the Open Molecules 2025 dataset: a 2-piece molecular cluster, C3H11N3O overall at a distorted geometry (ωB97M-V/def2-TZVPD).

## Properties
Gap between HOMO and LUMO ... 3.648 eV
E_HOMO ... -6.7 eV
Energy above the lowest of the compared OMol25 structures with the same formula, charge and spin ... 729.3 kJ/mol
E_tot ... -360.1596 hartree
F_max ... 3.1 eV/A

Last column: natural (NBO) charge in e.
Element x y z (Å)
C: -0.1228 -2.3407 -2.7571  -0.498
N: 0.6412 -1.6837 -1.7047  -0.169
C: -0.1449 -0.8148 -0.9277  -0.030
N: 0.2748 -0.4088 0.3125  -0.750
H: 0.6011 -2.7954 -3.4286  0.231
H: -0.7233 -1.6565 -3.3690  0.227
H: -0.8150 -3.0649 -2.3206  0.233
H: 0.2777 -0.2335 -1.8502  0.386
H: -1.2166 -1.0139 -1.0194  0.225
H: 1.0012 -1.0099 0.6681  0.388
H: 0.5739 0.6186 0.4060  0.459
N: -0.5155 1.4252 2.7604  -0.898
C: 0.4012 2.4125 2.1125  0.133
O: 0.9765 2.0017 0.9695  -0.843
H: -1.2901 1.8452 3.2505  0.349
H: -0.8217 0.7284 2.0967  0.351
H: -0.2367 3.3064 1.9103  0.097
H: 1.1391 2.6843 2.8907  0.107

Cartesian forces (eV/Å) of the 6 atoms listed first:
C 0.46 0.01 -0.34
N -1.25 1.59 0.30
C 0.65 -2.53 1.61
N -0.41 -0.99 -1.40
H -0.21 -0.32 0.06
H -0.03 0.14 0.29

---

Entry from the Open Molecules 2025 dataset: a 2-piece molecular cluster, C3H11N3O overall at a distorted geometry (ωB97M-V/def2-TZVPD).

## Properties
Net charge ... +2
Gap between HOMO and LUMO ... 8.645 eV
E_HOMO ... -17.3 eV
Energy above the lowest of the compared OMol25 structures with the same formula, charge and spin ... 163.4 kJ/mol
E_tot ... -359.6953 hartree
F_max ... 3.4 eV/A

Last column: natural (NBO) charge in e.
Element x y z (Å)
C: -0.1941 -0.3783 1.1110  0.237
C: -1.2282 -1.0921 0.2638  -0.323
C: 1.9331 0.9812 0.5293  0.587
N: 0.8016 0.2954 0.6488  -0.365
N: -2.4151 -1.5827 0.9881  -0.670
N: 1.3449 1.2740 -1.7730  -1.113
O: 3.0296 0.3588 0.2796  -0.550
H: -0.1686 -0.5130 2.1815  0.227
H: -1.4814 -0.4608 -0.6561  0.283
H: -0.7780 -1.9337 -0.1813  0.280
H: 1.9848 2.0552 0.4242  0.260
H: -2.9931 -0.7910 1.3089  0.471
H: -2.0202 -2.1047 1.8200  0.462
H: -2.9527 -2.3101 0.4863  0.486
H: 0.3648 0.7801 -1.8725  0.381
H: 2.1804 0.8879 -2.3474  0.414
H: 1.2896 2.2455 -2.1308  0.402
H: 3.7287 0.9843 0.1821  0.532

Cartesian forces (eV/Å) of the 6 atoms listed first:
C 2.93 1.46 -0.29
C 0.23 2.12 -2.33
C -1.71 -1.08 -1.58
N -1.10 -0.79 0.91
N 0.85 -0.48 1.70
N 0.12 -0.05 -1.57

---

Entry from the Open Molecules 2025 dataset: a 2-piece molecular cluster, C3H11N3O2 overall at a distorted geometry (ωB97M-V/def2-TZVPD).

## Properties
Gap between HOMO and LUMO ... 9.638 eV
E_HOMO ... -8.7 eV
Structure (SMILES) ... C/N=N/N.CC(O)O
Energy above the lowest of the compared OMol25 structures with the same formula, charge and spin ... 338.8 kJ/mol
E_tot ... -435.5613 hartree
F_max ... 4.9 eV/A

Last column: natural (NBO) charge in e.
Element x y z (Å)
C: -2.3035 0.9895 1.5999  -0.448
N: -1.6214 1.2655 0.3652  -0.273
N: -0.9424 2.3182 0.3566  -0.016
N: -0.3114 2.5667 -0.7725  -0.612
H: -2.3698 -0.0970 1.7193  0.199
H: -1.7838 1.4075 2.4710  0.187
H: -3.3153 1.3900 1.5490  0.204
H: -0.3422 1.8768 -1.5183  0.378
H: 0.2344 3.4098 -0.8397  0.385
C: 1.8622 -1.5777 -1.4427  -0.650
C: 1.3454 -1.4484 -0.0179  0.343
O: 0.3520 -0.2971 -0.0528  -0.723
O: 0.7208 -2.6091 0.4387  -0.716
H: 2.4675 -2.4764 -1.5384  0.217
H: 1.0202 -1.6370 -2.1296  0.212
H: 2.4605 -0.7096 -1.7009  0.218
H: 2.1799 -1.2815 0.6791  0.151
H: 0.4086 -0.3294 0.9413  0.470
H: -0.0616 -2.7609 -0.1076  0.475

Cartesian forces (eV/Å) of the 6 atoms listed first:
C 0.19 0.04 0.53
N 0.50 1.16 -1.15
N -0.79 -0.74 1.19
N 0.04 -0.15 -0.85
H -0.02 0.17 -0.05
H -0.13 0.07 -0.07

---

Entry from the Open Molecules 2025 dataset: a 2-piece molecular cluster, C3H11N3O2 overall at a distorted geometry (ωB97M-V/def2-TZVPD).

## Properties
Gap between HOMO and LUMO ... 9.717 eV
E_HOMO ... -9.1 eV
Structure (SMILES) ... NCNC(=O)CN.O
Energy above the lowest of the compared OMol25 structures with the same formula, charge and spin ... 123.9 kJ/mol
E_tot ... -435.6431 hartree
F_max ... 3.1 eV/A

Last column: natural (NBO) charge in e.
Element x y z (Å)
N: 1.1396 -1.9050 1.6598  -0.827
C: -0.2080 -1.5065 1.7868  -0.047
N: -0.7041 -0.3035 1.0496  -0.635
C: 0.0486 0.6466 0.4574  0.646
O: 1.2549 0.7676 0.6232  -0.657
C: -0.7067 1.5942 -0.5693  -0.316
N: 0.2374 2.0474 -1.5518  -0.824
H: 1.8142 -1.1618 1.6214  0.400
H: 1.2819 -2.4719 0.8290  0.356
H: -0.3671 -1.2503 2.8546  0.166
H: -0.9671 -2.2766 1.6888  0.197
H: -1.7083 -0.2406 1.0001  0.393
H: -1.1463 2.4006 0.0109  0.219
H: -1.4672 0.9851 -1.0499  0.203
H: 0.6867 1.3135 -2.0859  0.346
H: 1.0624 2.5270 -1.2297  0.379
O: -0.8780 -0.9463 -2.6355  -0.930
H: -0.4500 -0.3591 -1.9820  0.459
H: -0.1425 -1.0988 -3.2789  0.471

Cartesian forces (eV/Å) of the 6 atoms listed first:
N 0.06 -1.34 -1.13
C -0.81 1.76 2.45
N 0.16 -0.72 -0.32
C -0.22 0.44 -0.19
O -0.23 -0.11 -0.06
C 1.65 -1.30 1.08

---

Entry from the Open Molecules 2025 dataset: a 3-piece molecular cluster, C3H11N3O2S overall (ωB97M-V/def2-TZVPD).

## Properties
Gap between HOMO and LUMO (alpha / beta) ... 8.344 / 8.345 eV
E_HOMO (alpha / beta) ... -8.9 / -8.9 eV
Energy above the lowest of the compared OMol25 structures with the same formula, charge and spin ... 0.0 kJ/mol
E_tot ... -833.8199 hartree
F_max ... 0.9 eV/A

Last column: natural (NBO) charge in e.
Element x y z (Å)
C: -1.1059 2.0960 1.0429  -0.414
C: -0.6315 1.2328 -1.1681  -0.424
C: 1.7330 -1.3706 0.5674  0.308
N: 2.0640 -2.3954 -0.2568  -0.815
N: 2.1980 -0.1960 0.5942  -0.756
N: -0.5298 1.0246 0.2604  -0.659
O: -1.0778 -2.4481 -0.2010  -0.884
O: -3.1359 -1.2017 -0.5817  -0.846
S: -2.0775 -1.5485 0.3268  1.680
H: -0.9984 1.8595 2.1000  0.201
H: -0.6364 3.0712 0.8525  0.169
H: -2.1675 2.1771 0.8049  0.189
H: -1.6856 1.2546 -1.4503  0.196
H: -0.1640 2.1684 -1.5065  0.169
H: -0.1542 0.3991 -1.6794  0.200
H: 0.9959 -1.6293 1.3186  0.166
H: 1.4155 -3.1569 -0.3506  0.405
H: 2.6260 -2.1906 -1.0698  0.382
H: 2.8902 -0.0077 -0.1300  0.329
H: 0.4418 0.8616 0.5263  0.406

Cartesian forces (eV/Å) of the 6 atoms listed first:
C -0.02 -0.02 -0.01
C 0.01 0.06 0.06
C -0.09 -0.27 0.12
N 0.24 -0.24 -0.30
N 0.32 0.79 0.07
N -0.02 -0.43 0.10

---

Entry from the Open Molecules 2025 dataset: C3H11N3PS as an isolated structure at a distorted geometry (ωB97M-V/def2-TZVPD).

## Properties
Net charge ... +1
Gap between HOMO and LUMO ... 8.554 eV
E_HOMO ... -13.3 eV
Energy above the lowest of the compared OMol25 structures with the same formula, charge and spin ... 136.9 kJ/mol
E_tot ... -1024.4524 hartree
F_max ... 4.8 eV/A

Last column: natural (NBO) charge in e.
Element x y z (Å)
C: -1.3147 -1.3414 -0.1758  -0.219
C: -2.3080 -0.3048 -0.4863  -0.308
C: -2.9313 -0.1479 -1.7412  -0.250
N: 2.8127 0.3639 1.6348  -1.179
N: 0.4923 1.5909 0.6519  -1.143
N: 1.7845 0.0489 -0.7873  -1.197
P: 1.4365 0.2215 0.7572  1.893
S: 0.3348 -1.2948 1.5424  -0.264
H: -0.7746 -1.8238 -1.0450  0.233
H: -1.5715 -2.1848 0.4104  0.221
H: -2.5388 0.2831 0.3082  0.212
H: -2.6880 -0.5418 -2.6793  0.216
H: -3.8507 0.4952 -1.7353  0.229
H: 3.5790 0.7213 1.0570  0.432
H: 2.9004 0.2119 2.6016  0.443
H: -0.3844 1.4138 0.3191  0.403
H: 0.4731 2.0209 1.5685  0.410
H: 2.1242 0.9849 -1.0632  0.424
H: 2.4245 -0.7169 -1.1378  0.443

Cartesian forces (eV/Å) of the 6 atoms listed first:
C 1.73 -1.47 -1.28
C 0.40 -1.22 -4.44
C 0.07 1.37 4.57
N -0.58 0.68 -2.40
N 3.82 0.47 1.84
N 2.17 -0.44 -2.30

---

Entry from the Open Molecules 2025 dataset: a 3-piece molecular cluster, C3H11N3S overall at a distorted geometry (ωB97M-V/def2-TZVPD).

## Properties
Net charge ... +2
Gap between HOMO and LUMO (alpha / beta) ... 8.976 / 6.190 eV
E_HOMO (alpha / beta) ... -17.0 / -14.2 eV
Energy above the lowest of the compared OMol25 structures with the same formula, charge and spin ... 463.3 kJ/mol
E_tot ... -682.5188 hartree
F_max ... 3.7 eV/A

Last column: natural (NBO) charge in e.
Element x y z (Å)
C: -1.0307 6.9986 -0.3787  0.187
C: 2.6856 -1.9958 -0.2441  -0.419
C: -0.9700 -2.4040 -1.0144  -0.559
N: -1.0085 6.6508 0.8478  -0.749
N: -0.2636 -3.4165 1.0721  -0.589
N: -0.2019 -2.2682 0.1316  -0.081
S: -1.1473 7.0751 -1.8877  0.602
H: 3.1081 -1.0909 0.0206  0.184
H: 2.7699 -3.0092 0.3043  0.174
H: 2.1951 -1.9688 -1.2129  0.171
H: -0.7597 -3.1148 -1.8546  0.262
H: -1.9941 -2.5790 -0.8317  0.241
H: -0.9324 -1.3449 -1.4733  0.265
H: -1.4073 7.2999 1.5094  0.473
H: -0.3268 5.8709 1.1459  0.488
H: -0.0759 -2.8595 1.9390  0.467
H: -1.1700 -3.8695 0.9069  0.447
H: 0.5293 -3.9741 1.0198  0.439

Cartesian forces (eV/Å) of the 6 atoms listed first:
C -0.33 -1.14 -1.52
C -1.55 -3.33 -0.39
C 0.29 1.84 -3.02
N 1.61 -0.86 0.25
N -1.36 3.36 -0.05
N 1.46 0.25 0.99